Molecular formula: C20H29N2O2
Method: DFT, ωB97M-V/def2-TZVPD

Geometry as XYZ:
```
53
C20H29N2O2, DFT ωB97M-V/def2-TZVPD
O -1.0244 -0.3730 0.5140
O 0.9647 1.3970 1.0749
N 0.5652 -2.0662 -0.8086
N -0.5420 -3.6027 -1.9123
C 0.1817 -1.4932 -2.0066
C 1.2342 4.7145 2.9053
C 0.5259 3.4669 2.3756
C -0.5122 -2.4836 -2.7207
C -0.8297 -0.9727 -4.5047
C 0.1058 -3.3220 -0.7761
C 0.3707 -0.2224 -2.5342
C -1.6878 4.6309 2.3328
C -0.1466 0.0151 -3.7911
C 1.1872 -1.3326 0.2612
C 0.6912 0.3896 2.0247
C -1.0446 5.6699 3.1987
C 0.2723 -4.2702 0.3447
C -0.1864 -5.7135 -3.1101
C 0.1033 -0.7819 1.2325
C 0.2525 5.7081 3.4502
C 1.5188 2.5913 1.6054
C -1.1460 -4.8651 -2.2812
C -0.6495 3.8898 1.4950
C -1.0271 -2.2362 -3.9866
H -0.0446 0.7270 2.7640
H 0.6702 6.4875 4.0706
H 1.7191 -0.4863 -0.1760
H -2.2309 3.9244 2.9700
H 1.0596 -3.9443 1.0177
H -2.0458 -4.6440 -2.8589
H -0.6734 -6.6422 -3.3909
H -0.6538 -4.3391 0.9175
H 2.3766 2.3426 2.2452
H 0.5168 -5.2651 -0.0216
H 0.1368 2.9059 3.2322
H 1.8811 3.1331 0.7276
H 0.7119 -5.9534 -2.5465
H 1.8077 5.1850 2.0993
H -2.4254 5.1039 1.6808
H -1.4434 -5.3936 -1.3745
H -1.1048 3.0166 1.0216
H -1.5576 -2.9909 -4.5433
H -0.2274 -1.5756 1.9106
H 0.1053 -5.1891 -4.0164
H -1.2143 -0.7386 -5.4844
H -0.8669 0.5379 0.2256
H -0.0237 0.9895 -4.2361
H 1.8972 -1.9608 0.8000
H 1.9468 4.4398 3.6872
H 0.8875 0.5509 -1.9895
H -1.7083 6.4052 3.6294
H 1.6078 0.0875 2.5504
H -0.2808 4.5483 0.7058
```

As for the total energy: -28280.6302 eV. As for the energy above the lowest of the compared OMol25 structures with the same formula, charge and spin: 95.5 kJ/mol. The HOMO energy comes out at -11.098 eV. The HOMO-LUMO gap is 8.40 eV. The calculation puts the largest force on an atom at 0.95 eV Å⁻¹. Its total charge is +1. Its SMILES is CCn1c(C)[n+](C[C@H](O)COC[C@H]2CC=CCC2)c2ccccc21. For the lowest unoccupied orbital energy, the calculation gives -2.7 eV.

Molecular formula: C18H45GaIN2O3S
Method: DFT, ωB97M-V/def2-TZVPD

Geometry as XYZ:
```
71
C18H45GaIN2O3S, DFT ωB97M-V/def2-TZVPD
I 5.0562 -2.3156 -2.1126
Ga 4.7851 2.1766 -3.6756
S 0.4561 -0.4555 -3.7781
O 1.5013 -1.4254 -3.8616
O -0.6598 -0.7097 -2.9048
O -0.1482 -0.2316 -5.2591
N -2.1743 1.6856 0.6868
N -2.0140 -3.2036 3.9867
C -3.1590 0.7652 1.2278
C 4.9356 0.1495 -4.0072
C -1.9441 -2.3059 5.1266
C -1.7664 1.4440 -0.6901
C 2.8821 2.8124 -4.1199
C -4.6332 0.9917 0.8681
C -2.4568 3.3407 2.5067
C 0.0684 -4.5971 4.5023
C -1.7054 -2.6098 2.6897
C 1.8616 1.7983 -4.6544
C 6.8678 0.0862 -2.2763
C 1.0784 1.1720 -3.5002
C -2.7589 -1.0388 4.9222
C -2.3708 3.0855 1.0095
C -0.3596 -1.8962 2.5283
C 5.9757 -0.6731 -3.2406
C -2.7549 1.8040 -1.8035
C -1.4398 -4.5131 4.2420
H 0.3885 -3.8647 5.2449
H 0.4753 -2.5897 2.4422
H -4.9100 2.0431 0.9699
H -3.3551 2.9040 2.9464
H -0.1578 -1.2312 3.3703
H 1.7157 1.0576 -2.6176
H -2.8581 -0.2369 0.9121
H -1.4974 0.3912 -0.7834
H -0.6482 -1.0236 -5.4940
H 6.2790 0.5856 -1.5092
H 0.6489 -4.4329 3.5956
H -1.5882 2.9192 3.0153
H 0.1969 1.7515 -3.2225
H 7.3844 0.8693 -2.8409
H -0.9132 -2.0173 5.3890
H -2.3320 -0.4254 4.1284
H -1.7917 -3.4080 1.9484
H 2.3364 0.9996 -5.2324
H -4.8625 0.6838 -0.1507
H 3.9434 -0.2969 -3.9232
H -5.2703 0.4168 1.5437
H 1.1394 2.2726 -5.3272
H -2.2429 1.7730 -2.7664
H -2.4996 -1.8987 2.4544
H 5.1392 2.6274 -2.1665
H -3.7880 -1.2803 4.6501
H 6.6062 -1.2385 -3.9270
H 2.4708 3.2874 -3.2196
H -2.4861 4.4141 2.7000
H 5.7963 2.9115 -4.7147
H 7.6068 -0.5651 -1.8055
H -3.2573 3.5256 0.5225
H -3.1675 2.8065 -1.6722
H -1.9664 -4.9293 5.1074
H -2.3333 -2.8596 5.9868
H -0.3743 -1.2811 1.6267
H -3.0671 0.7768 2.3170
H 2.9923 3.6209 -4.8490
H -3.5821 1.0968 -1.8587
H -2.7693 -0.4404 5.8341
H -1.6910 -5.1517 3.3906
H 5.1931 0.0591 -5.0695
H -1.5078 3.6221 0.6055
H 0.3224 -5.5879 4.8846
H -0.8414 2.0074 -0.8487
```

As for the total energy: -99830.2118 eV. The HOMO energy comes out at -5.026 eV. The HOMO-LUMO gap is 7.39 eV. The calculation puts the largest force on an atom at 0.23 eV Å⁻¹. Its total charge is -1. For the lowest unoccupied orbital energy, the calculation gives 2.4 eV.

Molecular formula: C14H23ClIN3O3S
Method: DFT, ωB97M-V/def2-TZVPD

Geometry as XYZ:
```
46
C14H23ClIN3O3S, DFT ωB97M-V/def2-TZVPD
I -1.7287 3.0748 2.9985
Cl -0.1861 4.3024 -1.0037
S -5.3230 0.4799 0.1038
O 2.0013 -2.7001 -0.6284
O -0.1829 5.4849 1.8589
O -1.8244 6.4641 0.7621
N -1.4245 1.0097 0.2580
N -1.2609 3.3110 -0.0841
N 3.1897 -4.8042 0.4046
C 1.7619 -3.9020 -1.3281
C -0.8278 -0.1138 0.6166
C 4.1862 -4.5522 -1.8240
C -1.2529 5.4608 1.2288
C -1.9235 4.0332 1.0586
C -0.6547 2.0806 0.2741
C 2.9057 -4.8811 -1.0719
C 0.4817 -0.3077 0.9610
C -3.4211 4.2039 0.7327
C 1.3036 0.8341 0.9684
C -4.5876 1.8947 1.0225
C 0.6861 1.9960 0.6206
C 2.5984 -1.6556 -1.4167
C -4.1036 2.9916 0.0587
H 2.3606 -1.7479 -2.4765
H -3.5072 2.5195 -0.7261
H 1.5848 -3.7460 -2.3924
H 3.6813 -1.6657 -1.2743
H 2.5999 -5.9034 -1.2944
H -3.6189 5.0839 0.1178
H 0.8672 -1.2786 1.2485
H 2.4357 -5.2185 0.9569
H 4.6744 -3.6563 -1.4385
H 1.2626 2.9175 0.6413
H -5.0053 3.3774 -0.4383
H 3.2116 -3.8035 0.6563
H -3.8051 1.4870 1.6586
H 2.2178 -0.7038 -1.0528
H 4.0720 -5.2407 0.6705
H -4.7262 0.5000 -1.1054
H 2.3529 0.7910 1.2363
H -3.9446 4.3740 1.6821
H -1.4672 -1.0016 0.6385
H -5.3843 2.3068 1.6500
H 4.9026 -5.3726 -1.7409
H 3.9801 -4.4021 -2.8817
H 0.8422 -4.3212 -0.9066
```

As for the total energy: -56957.1256 eV. The HOMO energy comes out at -6.149 eV. The HOMO-LUMO gap is 4.02 eV. The calculation puts the largest force on an atom at 2.21 eV Å⁻¹. For the lowest unoccupied orbital energy, the calculation gives -2.1 eV.

Molecular formula: C20H60N7O11
Method: DFT, ωB97M-V/def2-TZVPD

Geometry as XYZ:
```
98
C20H60N7O11, DFT ωB97M-V/def2-TZVPD
O 2.9036 -8.8585 -2.2860
O 7.2238 3.2159 3.0549
O 3.7571 -4.4188 5.2316
O 0.3834 -0.9383 0.3448
O 2.0217 -5.5592 5.7942
O 1.9243 -4.1766 4.2096
O -0.3946 0.0702 -1.4950
O -1.0735 2.3709 -6.7166
O -8.5520 3.0548 -0.3601
O -1.6644 -0.9982 -0.2426
O -0.1488 -0.1499 6.9308
N 0.6704 3.6733 -5.0471
N 2.5632 -4.6992 5.1111
N -0.5008 -0.6260 -0.4539
N -6.4886 1.1051 -0.8643
N 2.0716 -6.1814 -1.1984
N -1.9389 -1.2991 5.1140
N 5.8894 0.4960 2.9280
C -3.8600 -0.0757 6.0543
C 0.3294 5.8214 -6.3723
C -8.2029 3.7611 0.8606
C 6.5388 2.6647 1.9445
C 5.3604 1.7807 2.3713
C -5.6109 2.4231 -2.9018
C -6.3512 2.4805 -1.4690
C -1.5960 -0.0610 7.3128
C 2.1754 -6.4643 -2.7524
C -2.3897 -0.0616 5.9820
C -0.2947 4.4740 -5.9894
C 2.4470 -5.2207 -3.4732
C 4.3989 2.4752 3.3746
C 3.1406 -7.6089 -3.0606
C -7.7114 3.1108 -1.5246
C 8.2621 4.1068 2.7051
C -1.7220 1.6281 -7.7569
C -0.6230 3.6762 -7.2247
C 1.9958 -9.7587 -2.9436
C 0.7054 -0.4361 8.1017
H -7.5864 4.6423 0.6828
H -4.3049 -0.0402 5.0599
H -2.2351 0.8157 5.3539
H -9.0419 4.2189 1.3847
H 2.9494 -5.9594 -0.7509
H 3.6893 3.2515 3.0885
H 1.6289 3.7947 -5.3416
H -7.0313 0.6756 -1.5999
H -4.2675 0.7903 6.5759
H 6.4489 0.6680 3.7510
H -0.4495 6.5724 -6.5047
H 3.0567 -7.9165 -4.1029
H 0.5275 -1.4006 8.5772
H 7.9494 5.1390 2.5471
H -7.0320 1.2491 -0.0251
H -1.9768 -2.2001 5.5689
H 1.4179 -5.4764 -0.8890
H 7.1380 2.1390 1.2011
H -5.6685 3.0180 -0.8110
H 4.9217 2.8050 4.2724
H 2.4271 -5.6109 -4.4908
H 1.1955 -6.8191 -3.0718
H -4.0037 -1.0024 6.6099
H -7.7546 3.1360 1.6328
H 0.5779 4.0271 -4.1056
H 1.7850 -4.3602 -3.3767
H 0.1164 3.5714 -8.0187
H 3.5749 1.7877 3.5656
H 4.1850 -7.3504 -2.8862
H -2.2875 -1.2229 4.1691
H 0.2223 2.7702 -4.9866
H 1.7605 -0.4736 7.8305
H -5.6674 0.5416 -0.6968
H -1.1907 4.7002 -5.4114
H 5.1946 -0.2001 3.1580
H -2.0265 0.7319 -7.2163
H -8.3956 2.6888 -2.2607
H 0.7917 5.7785 -7.3585
H -2.6253 2.1356 -8.0954
H 1.8790 -10.7434 -2.4910
H -4.5440 2.2129 -2.9769
H 6.1289 3.5594 1.4757
H -0.9622 1.3247 -8.4770
H 0.5234 0.4055 8.7701
H 6.5381 0.0608 2.2878
H -1.4971 4.1503 -7.6710
H 3.4621 -4.8930 -3.2491
H -7.6408 4.1819 -1.7139
H 1.8513 -7.0940 -0.8258
H 1.0145 6.1398 -5.5866
H 8.8522 4.2773 3.6055
H 8.8969 3.7238 1.9060
H 4.7995 1.4813 1.4859
H -1.8234 0.8040 7.9359
H -6.0636 1.8549 -3.7144
H 1.0461 -9.2242 -2.9220
H -1.7151 -1.0253 7.8067
H -0.9358 -1.2167 5.1983
H -5.6778 3.4797 -3.1610
H 2.2152 -9.8716 -4.0053
```

As for the total energy: -54627.7939 eV. As for the energy above the lowest of the compared OMol25 structures with the same formula, charge and spin: 544.7 kJ/mol. The HOMO energy comes out at -10.529 eV. The HOMO-LUMO gap is 4.66 eV. The calculation puts the largest force on an atom at 3.11 eV Å⁻¹. Its total charge is +3. For the lowest unoccupied orbital energy, the calculation gives -5.9 eV.

Molecular formula: C39H27F9OPSiTl
Method: DFT, ωB97M-V/def2-TZVPD

Geometry as XYZ:
```
79
C39H27F9OPSiTl, DFT ωB97M-V/def2-TZVPD
Tl 0.0190 2.7509 -1.1032
P 2.4593 0.7232 -0.8044
Si -3.2439 0.8511 0.2482
F 8.8984 2.1082 -1.8863
F 8.5068 0.9777 -3.6924
F 0.4160 -5.6072 -1.7972
F 8.0877 3.1050 -3.6341
F 1.8156 -5.4406 -3.4480
F 4.7700 -0.0890 5.4764
F 2.6346 -0.3061 5.7719
F -0.1919 -4.6433 -3.6426
F 3.5325 1.6691 5.7653
O -1.9285 1.3528 -0.4068
C 0.8422 -4.8069 -2.7890
C 0.8324 -3.0081 -1.0426
C 2.5186 -1.4307 -2.5954
C -6.8735 3.3397 -1.2944
C -3.9121 -0.8638 -0.5788
C -5.4892 -2.4799 -1.2975
C -5.9304 2.8919 -2.2130
C 4.1257 1.0689 -1.4746
C -3.3117 0.5583 2.0760
C -4.9168 2.0407 -1.7976
C 2.7956 0.5685 0.9879
C 2.1390 -2.6852 -3.0438
C 8.0487 1.9744 -2.9187
C -6.7933 2.9755 0.0474
C -5.7943 2.1171 0.4851
C 3.5835 0.4593 5.1909
C -2.4329 1.0341 4.2789
C -4.4471 -3.3615 -1.5315
C 3.2392 -0.6062 1.5921
C -3.4418 0.2549 4.8469
C -4.3916 -0.3654 4.0377
C 5.1535 0.1328 -1.3568
C 2.0669 -0.9628 -1.3610
C 1.2052 -1.7524 -0.5982
C 3.5192 -0.6244 2.9476
C 1.2974 -3.4685 -2.2666
C -3.1351 -2.9832 -1.2798
C -4.8369 1.7284 -0.4476
C -5.2290 -1.1920 -0.8334
C 6.6564 1.6714 -2.4210
C 2.6507 1.7239 1.7530
C 6.4159 0.4358 -1.8302
C -2.3593 1.1725 2.9085
C 3.3475 0.5285 3.7028
C 4.3755 2.3018 -2.0649
C -2.8405 -1.7030 -0.8207
C -4.3200 -0.2261 2.6666
C 2.9267 1.7091 3.1108
C 5.6441 2.6077 -2.5376
H -5.9888 3.1752 -3.2552
H 2.3434 2.6528 1.2832
H -2.3163 -3.6766 -1.4242
H -1.8165 -1.4141 -0.6277
H -7.5022 3.3526 0.7734
H 7.2183 -0.2859 -1.7458
H -6.5161 -2.7625 -1.4878
H 3.8771 -1.5289 3.4223
H -4.1944 1.6693 -2.5140
H 3.5810 3.0314 -2.1675
H 5.8453 3.5642 -2.9995
H -5.0482 -0.7336 2.0425
H 2.8247 2.6038 3.7091
H -5.1743 -0.9683 4.4777
H -1.7051 1.5268 4.9097
H 3.3744 -1.5082 1.0097
H 3.1752 -0.8209 -3.2021
H 0.8455 -1.3928 0.3593
H 4.9710 -0.8326 -0.9023
H 2.5042 -3.0585 -3.9915
H -7.6966 3.9569 -1.6316
H -4.6573 -4.3482 -1.9233
H -6.0522 -0.5141 -0.6725
H 0.1974 -3.6389 -0.4348
H -1.5726 1.7696 2.4631
H -3.4782 0.1163 5.9193
H -5.7427 1.8381 1.5260
```

As for the total energy: -89230.9736 eV. The HOMO energy (alpha / beta) comes out at -13.314 / -13.356 eV. The HOMO-LUMO gap (alpha / beta) is 3.22 / 3.00 eV. The calculation puts the largest force on an atom at 1.97 eV Å⁻¹. Its total charge is +2. For the lowest unoccupied orbital energy (alpha / beta), the calculation gives -10.1 / -10.4 eV.